Entry 1:
Formula: C42H46N6O2S2SiTl
Source: the OMol25 dataset
Level of theory: ωB97M-V/def2-TZVPD

Structure (XYZ):
```
100
Properties=species:S:1:pos:R:3
Tl 0.1668 0.4821 -1.7290
S 1.5753 -1.8814 -0.3999
C 0.4744 -2.9864 0.1545
N 0.7579 -3.8419 1.1387
C -0.3048 -4.5341 1.8627
C -1.3238 -5.0630 0.9035
N -1.7758 -3.9982 0.0152
C -3.1437 -4.1034 -0.4962
C -4.0352 -2.9638 -0.0435
C -5.1276 -2.6111 -0.8256
C -5.9966 -1.6119 -0.4113
C -5.7690 -0.9396 0.7818
C -4.6713 -1.2792 1.5608
C -3.8138 -2.2911 1.1525
C -0.9363 -3.0744 -0.4703
S -1.3788 -2.0924 -1.7175
C 2.1162 -3.9906 1.6950
C 2.3972 -3.1817 2.9385
C 1.9152 -3.5961 4.1792
C 2.2187 -2.8850 5.3299
C 3.0382 -1.7667 5.2541
C 3.5436 -1.3636 4.0268
C 3.2120 -2.0577 2.8718
H -0.7546 -3.8527 2.5904
H 0.1369 -5.3617 2.4110
H -2.1830 -5.4457 1.4497
H -0.9048 -5.8810 0.3091
H -3.5376 -5.0557 -0.1408
H -3.1229 -4.1383 -1.5852
H -5.3017 -3.1232 -1.7657
H -6.8550 -1.3598 -1.0220
H -6.4494 -0.1637 1.1098
H -4.4923 -0.7646 2.4972
H -2.9632 -2.5518 1.7738
H 2.8197 -3.7320 0.9095
H 2.2267 -5.0543 1.9150
H 1.3254 -4.5023 4.2605
H 1.8436 -3.2219 6.2877
H 3.3033 -1.2258 6.1535
H 4.2110 -0.5154 3.9698
H 3.6103 -1.7424 1.9146
C 4.6546 -0.3593 -1.7175
Si 3.3293 0.3661 -2.8241
C 2.4203 -1.0868 -3.6081
C 4.0852 1.3103 -4.2517
N 2.1764 1.3406 -1.9430
C 2.4499 2.6615 -1.5785
C 3.7682 3.1267 -1.4105
C 4.0696 4.4459 -1.1260
C 3.0541 5.3806 -0.9851
C 1.7432 4.9542 -1.0997
C 1.4538 3.6218 -1.3479
O 0.1247 3.2006 -1.4976
C -0.8720 3.7845 -0.7292
C -2.0641 4.0676 -1.3727
C -3.1324 4.5741 -0.6472
C -3.0074 4.8063 0.7150
C -1.7977 4.5422 1.3441
C -0.7230 4.0347 0.6281
H 5.2836 -1.0552 -2.2810
H 4.1990 -0.9178 -0.8944
H 5.3100 0.3968 -1.2797
H 2.9702 -1.3587 -4.5145
H 1.4001 -0.8624 -3.9325
H 2.3818 -1.9729 -2.9717
H 4.9271 0.7437 -4.6611
H 4.4446 2.3068 -3.9973
H 3.3441 1.4190 -5.0488
H 4.5823 2.4189 -1.5002
H 5.1055 4.7402 -1.0136
H 3.2734 6.4202 -0.7845
H 0.9279 5.6576 -0.9942
H -2.1405 3.9000 -2.4398
H -4.0610 4.8028 -1.1550
H -3.8375 5.2117 1.2786
H -1.6795 4.7457 2.4015
H 0.2300 3.8667 1.1119
N -4.4184 1.1055 -2.0828
C -3.0917 0.8902 -2.0894
O -2.4449 0.8494 -1.0484
C -2.4591 0.6708 -3.4528
C -0.9885 1.0163 -3.5105
H -4.8968 1.1452 -1.1983
H -4.9522 1.1207 -2.9336
H -3.0240 1.2451 -4.1940
H -2.6229 -0.3836 -3.6960
H -0.8144 2.0907 -3.5349
H -0.4872 0.5463 -4.3524
N 3.4235 2.6610 3.4618
C 2.4879 2.1467 3.0368
C 1.3062 1.5147 2.5135
C 0.2469 1.1591 3.3406
C -0.8824 0.6037 2.7661
C -0.9270 0.4349 1.3933
N 0.1017 0.7699 0.6091
C 1.2051 1.2849 1.1484
H 0.3116 1.3245 4.4080
H -1.7340 0.3242 3.3706
H -1.8023 0.0423 0.8903
H 2.0183 1.5262 0.4732
```

The calculation puts the HOMO energy at -0.3501 Ha. Its energy above the lowest of the compared OMol25 structures with the same formula, charge and spin is 0.0 kcal/mol. Its charge is +1. The calculation puts the HOMO-LUMO gap at 5.898 eV.



Entry 2:
Formula: C42H47BN7O3PPtS
Source: the OMol25 dataset
Level of theory: ωB97M-V/def2-TZVPD

Structure (XYZ):
```
103
Properties=species:S:1:pos:R:3
Pt -0.5321 -0.3806 -0.5127
C 2.5609 -2.8339 -1.9936
C 1.4978 -3.7319 -1.3790
C 1.5402 -3.7578 0.1527
C 0.0794 -3.4721 -1.8131
C -0.7158 -4.4328 -2.4492
C -1.9933 -3.9330 -2.3953
N -1.9566 -2.7378 -1.7899
N -0.6756 -2.4288 -1.4542
B -3.2024 -2.0516 -1.1829
N -3.4763 -0.7074 -1.8379
C -4.2750 -0.5318 -2.9023
C -4.0519 0.7276 -3.3964
C -3.0659 1.2826 -2.5586
N -2.7244 0.3953 -1.6163
C -2.5123 2.6743 -2.7369
C -1.7858 3.2382 -1.5280
C -3.6290 3.6439 -3.1409
N -3.0086 -1.9500 0.3592
C -3.8991 -2.3246 1.2921
C -3.2835 -2.2939 2.5254
C -1.9621 -1.9037 2.2541
N -1.8173 -1.6881 0.9491
C -0.7996 -1.7994 3.1888
C -0.8492 -0.5243 4.0313
C -0.7105 -3.0359 4.0833
H 3.5550 -3.1678 -1.6841
H 2.4341 -1.7984 -1.6825
H 2.5012 -2.8380 -3.0808
H 1.7037 -4.7492 -1.7231
H 1.2042 -2.8064 0.5630
H 2.5496 -3.9552 0.5196
H 0.8717 -4.5320 0.5363
H -0.3876 -5.3757 -2.8539
H -2.9347 -4.3461 -2.7169
H -4.1493 -2.7629 -1.3919
H -4.9339 -1.3212 -3.2263
H -4.5350 1.1931 -4.2379
H -1.8015 2.6145 -3.5680
H -2.4935 3.4744 -0.7275
H -1.2801 4.1664 -1.8069
H -1.0442 2.5445 -1.1525
H -4.3827 3.7040 -2.3516
H -4.1281 3.3456 -4.0617
H -3.2164 4.6435 -3.2937
H -4.8974 -2.6103 1.0016
H -3.7125 -2.5594 3.4777
H 0.0857 -1.7851 2.5542
H -1.7674 -0.4949 4.6239
H -0.8269 0.3777 3.4167
H -0.0048 -0.4875 4.7256
H -1.5628 -3.0871 4.7656
H 0.1972 -3.0024 4.6894
H -0.6948 -3.9518 3.4904
O 0.8102 1.3231 -4.5545
S 0.9614 0.4064 -3.4547
O 0.7868 -0.9944 -3.7360
O 0.1761 0.8626 -2.2699
C 2.6516 0.6219 -2.9010
C 3.5804 0.9086 -3.8966
C 4.8972 1.1796 -3.5773
C 5.2904 1.2107 -2.2457
C 4.3699 0.9291 -1.2534
C 3.0481 0.5895 -1.5626
P 1.9435 0.2662 -0.1280
C 2.9384 -0.6999 1.0503
C 4.0952 -1.4061 0.7383
C 4.7088 -2.2060 1.6941
C 4.1703 -2.3187 2.9666
C 3.0055 -1.6310 3.2815
C 2.3946 -0.8343 2.3276
C 1.9588 1.9828 0.5357
C 1.4883 2.9769 -0.3272
C 1.5218 4.3106 0.0483
C 2.0267 4.6761 1.2894
C 2.4962 3.6973 2.1511
C 2.4684 2.3577 1.7776
H 3.2391 0.9479 -4.9231
H 5.6079 1.3999 -4.3637
H 6.3076 1.4668 -1.9774
H 4.6774 0.9879 -0.2164
H 4.5161 -1.3562 -0.2569
H 5.6073 -2.7509 1.4331
H 4.6489 -2.9462 3.7080
H 2.5675 -1.7188 4.2688
H 1.4801 -0.3085 2.5755
H 1.1119 2.7032 -1.3055
H 1.1559 5.0657 -0.6363
H 2.0586 5.7190 1.5797
H 2.9047 3.9713 3.1158
H 2.8738 1.6221 2.4538
N -0.9844 1.1510 0.7428
C -1.7803 1.8702 1.5080
C -3.1180 1.4236 1.7111
C -3.9604 2.1653 2.5061
C -3.5088 3.3376 3.1154
C -2.1974 3.7742 2.9270
C -1.3280 3.0600 2.1342
H -3.4427 0.5187 1.2139
H -4.9805 1.8368 2.6567
H -4.1808 3.9115 3.7402
H -1.8594 4.6843 3.4064
H -0.3056 3.3796 1.9754
```

The calculation puts the HOMO energy (alpha / beta) at -0.2756 / -0.3118 Ha. The spin multiplicity is 5. Its charge is 0. The calculation puts the HOMO-LUMO gap (alpha / beta) at 7.985 / 6.959 eV.